Entry 1:
2 unconnected molecules or ions with the total composition C4H8O2 at a distorted geometry. Source: OMol25; level of theory: ωB97M-V with the def2-TZVPD basis set.

Properties
* relative energy (zero: lowest compared OMol25 entry of this formula, charge and spin): 1.1584 eV
* E_HOMO: -10.1 eV
* structure (SMILES): CC(=O)O.C=C
* molecular weight: 88.11 Da
* 2S+1: 1
* lowest unoccupied orbital energy: 0.865 eV

The geometry in XYZ format:
```
14
Properties=species:S:1:pos:R:3:mulliken_charge:R:1
O -0.56 0.96 0.89 -0.47
O -1.01 -1.23 1.23 -0.55
C -2.62 0.11 0.02 -0.93
C -1.34 -0.18 0.72 0.73
C 1.72 -0.29 -0.68 -0.51
C 3.02 0.04 -0.57 -0.40
H 3.75 -0.72 -0.32 0.23
H 3.37 1.05 -0.73 0.24
H 1.40 -1.31 -0.52 0.21
H -2.54 -0.16 -1.04 0.24
H -3.42 -0.49 0.48 0.30
H -2.90 1.16 0.12 0.31
H 0.94 0.39 -1.05 0.23
H 0.19 0.67 1.45 0.37
```

=====

Entry 2:
C5H9NO in the gas phase at a distorted geometry. Source: OMol25; level of theory: ωB97M-V with the def2-TZVPD basis set.

Properties
* relative energy (zero: lowest compared OMol25 entry of this formula, charge and spin): 4.5594 eV
* E_HOMO: -8.2 eV
* molecular weight: 99.13 Da
* 2S+1: 1
* lowest unoccupied orbital energy: 0.764 eV

The geometry in XYZ format:
```
16
Properties=species:S:1:pos:R:3:mulliken_charge:R:1
O -2.48 -0.90 0.63 -0.56
N 0.65 0.20 -0.63 -0.19
C -0.20 -0.77 0.05 0.26
C 1.20 -0.05 -1.95 -0.87
C -1.45 -0.27 0.74 0.21
C 1.14 -0.65 0.71 -0.70
C -1.32 0.98 1.58 -1.21
H 1.80 -1.41 0.27 0.19
H -2.24 1.14 2.15 0.35
H -0.43 -1.59 -0.63 0.46
H 0.51 0.31 -2.72 0.31
H -1.14 1.85 0.95 0.28
H 1.34 -1.13 -2.06 0.32
H -0.46 0.88 2.25 0.40
H 2.17 0.44 -2.05 0.32
H 0.93 1.00 -0.07 0.44
```

=====

Entry 3:
9 unconnected molecules or ions with the total composition C26H31N9O4 at a distorted geometry. Source: OMol25; level of theory: ωB97M-V with the def2-TZVPD basis set.

Properties
* relative energy (zero: lowest compared OMol25 entry of this formula, charge and spin): 0.2667 eV
* E_HOMO: -10.3 eV
* structure (SMILES): O=[N+]([O-])c1ccccc1.O=[N+]([O-])c1ccccc1.CC#N.CC#N.CC#N.CC#N.CC#N.CC#N.CC#N
* molecular weight: 533.59 Da
* 2S+1: 1
* lowest unoccupied orbital energy: -0.889 eV

The geometry in XYZ format:
```
70
Properties=species:S:1:pos:R:3:mulliken_charge:R:1
O 2.58 4.12 0.47 -0.59
O 1.91 -3.74 0.35 -0.61
O 0.05 -2.61 0.31 -0.53
O 3.83 3.01 -0.88 -0.63
N -3.83 3.13 -2.12 -0.46
N 0.99 -3.14 0.89 1.11
N -0.17 -2.71 -4.56 -0.47
N -2.43 -0.13 2.18 -0.49
N -0.25 3.45 -0.26 -0.26
N 3.24 3.16 0.17 1.06
N 3.53 -1.29 -3.13 -0.45
N -1.83 -0.28 -1.61 -0.28
N -7.17 -0.76 -3.32 -0.39
C 0.26 -1.90 4.33 -0.71
C -0.72 3.55 2.29 -0.86
C 3.24 2.03 1.10 0.11
C -2.80 3.43 -2.51 0.49
C 0.18 -2.08 2.95 0.06
C 1.01 -3.03 2.37 -0.21
C 2.93 2.22 2.44 -0.64
C 2.97 -0.16 2.75 -0.54
C -0.80 0.04 -1.26 -0.25
C 0.56 0.38 -0.83 -0.29
C 2.94 -0.94 -4.03 0.46
C 1.99 -3.69 3.08 -0.24
C 2.75 1.11 3.25 -0.50
C -0.45 3.56 0.87 0.37
C -3.52 1.51 0.49 -0.10
C -1.51 3.91 -2.96 -0.72
C -2.92 0.59 1.45 0.40
C -0.76 -3.12 -3.67 0.43
C 3.37 -0.32 1.43 -0.39
C -4.99 -1.42 -2.07 -0.27
C 3.54 0.78 0.62 -0.47
C 2.18 -3.41 4.44 -0.63
C -6.21 -1.05 -2.77 0.26
C -1.50 -3.64 -2.52 -0.28
C 2.21 -0.47 -5.20 -0.81
C 1.18 -2.67 5.06 -0.43
H 3.72 0.71 -0.44 0.55
H 3.61 -1.31 1.05 0.51
H 2.98 -1.00 3.43 0.55
H 0.05 2.95 2.80 0.12
H -2.29 -2.94 -2.23 -0.08
H -0.76 3.13 -2.88 0.10
H 0.87 1.28 -1.34 0.51
H -4.19 -1.61 -2.79 0.20
H -0.53 -1.45 2.44 0.62
H -1.26 4.77 -2.35 0.27
H 1.20 -0.49 -0.89 0.41
H 1.84 0.54 -5.00 0.21
H -0.84 -3.74 -1.66 -0.02
H 0.45 0.62 0.24 -0.14
H 2.40 1.21 4.27 0.45
H 3.03 -3.75 5.01 0.43
H 2.72 3.21 2.82 0.51
H -0.38 -1.22 4.86 0.48
H 1.29 -2.43 6.12 0.33
H 2.65 -4.36 2.54 0.43
H -2.03 -4.55 -2.78 0.37
H -4.36 2.06 0.92 0.44
H -3.85 1.08 -0.44 -0.14
H -1.75 3.25 2.46 0.31
H -1.53 4.26 -3.99 0.36
H -2.78 2.23 0.15 -0.24
H -4.61 -0.67 -1.41 -0.14
H 1.48 -1.16 -5.58 0.30
H 2.93 -0.19 -5.99 0.34
H -0.54 4.55 2.69 0.38
H -5.12 -2.41 -1.62 0.36
```

=====

Entry 4:
C10H13O4P in the gas phase at a distorted geometry. Source: OMol25; level of theory: ωB97M-V with the def2-TZVPD basis set.

Properties
* relative energy (zero: lowest compared OMol25 entry of this formula, charge and spin): 0.5912 eV
* E_HOMO: -9.6 eV
* structure (SMILES): COP(=O)(OC)[C@@H](C=O)c1ccccc1
* molecular weight: 228.18 Da
* 2S+1: 1
* lowest unoccupied orbital energy: 0.648 eV

The geometry in XYZ format:
```
28
Properties=species:S:1:pos:R:3:mulliken_charge:R:1
P -0.75 0.47 1.25 1.20
O -0.53 -0.71 2.06 -0.80
O -1.19 1.64 2.20 -0.32
O 1.45 2.11 2.09 -0.47
O -1.96 0.22 0.08 -0.38
C 1.50 -2.48 -2.12 -0.28
C 1.72 1.50 1.09 -0.14
C 2.03 -2.35 -0.89 -0.60
C -1.50 2.97 1.89 -0.67
C 0.73 -1.49 -2.69 -0.54
C 0.68 0.97 0.17 0.03
C 1.88 -1.15 -0.22 -0.14
C 0.61 -0.27 -1.95 -0.09
C 1.08 -0.12 -0.69 0.30
C -2.45 -1.09 -0.02 -0.70
H -3.46 -0.94 -0.38 0.28
H 1.38 -3.55 -2.58 0.24
H 2.67 -3.17 -0.42 0.29
H -2.57 3.26 2.07 0.26
H -0.90 3.60 2.51 0.28
H -1.12 3.18 0.90 0.30
H 0.15 1.80 -0.43 0.44
H 2.24 -1.16 0.91 0.13
H -1.86 -1.72 -0.59 0.24
H 0.29 -1.58 -3.75 0.29
H 2.74 1.08 0.89 0.35
H -0.19 0.39 -2.44 0.18
H -2.67 -1.41 1.05 0.33
```

=====

Entry 5:
7 unconnected molecules or ions with the total composition C28H69ClN5O10 at a distorted geometry. Source: OMol25; level of theory: ωB97M-V with the def2-TZVPD basis set.

Properties
* net charge: -2
* E_HOMO (alpha / beta): 2.6 / -3.5 eV
* molecular weight: 671.34 Da
* 2S+1: 2
* lowest unoccupied orbital energy (alpha / beta): 3.803 / 3.744 eV

The geometry in XYZ format:
```
113
Properties=species:S:1:pos:R:3:lowdin_spin:R:1
Cl 0.09 0.28 1.86 0.00
O 3.28 -3.05 -3.01 0.06
O 2.44 -5.47 3.93 0.00
O -0.30 1.05 3.00 0.00
O -3.85 -2.50 -2.03 0.01
O 1.24 5.46 -0.07 0.01
O 0.94 1.07 0.99 0.00
O -1.02 -0.15 1.15 0.00
O -5.43 1.12 1.99 0.00
O 0.89 -0.82 2.29 0.00
O -0.74 5.14 2.88 0.00
N 2.85 -1.84 -3.59 0.00
N -1.91 -2.97 1.17 0.00
N 0.23 -3.90 2.94 0.00
N 2.52 3.71 1.85 0.00
N -8.09 1.82 3.27 0.00
C 3.66 -2.45 -5.88 0.20
C 3.23 -0.08 -5.29 0.07
C 1.24 -4.53 2.09 0.00
C -3.03 -2.16 -3.10 0.06
C 2.56 -4.48 2.88 0.00
C -6.16 3.26 4.01 0.00
C -7.12 2.81 2.84 0.00
C -4.40 0.74 1.05 0.00
C 3.76 -1.44 -4.69 0.00
C 5.16 -1.23 -4.17 0.08
C 3.20 -0.66 -1.39 0.01
C 4.35 3.24 0.55 0.01
C -2.22 -3.26 -0.18 0.00
C 3.71 -5.86 4.50 0.00
C 0.87 -1.53 -2.11 0.01
C -3.01 4.28 3.04 0.00
C 2.21 -0.91 -2.60 0.00
C -2.89 -4.66 -0.07 0.01
C -6.36 2.15 1.62 0.01
C -1.45 3.98 0.98 0.01
C 1.78 0.40 -3.33 0.01
C 2.80 0.93 -4.25 0.03
C -3.23 -2.21 -0.77 0.00
C 3.31 4.33 0.84 0.00
C 1.40 6.79 0.50 0.00
C -1.64 4.47 2.41 0.00
C 1.45 -3.83 0.68 0.01
C 2.44 4.70 -0.38 0.00
H 3.23 -1.60 -0.84 0.00
H 1.60 4.10 1.69 0.00
H 5.12 -0.49 -3.37 0.01
H 3.57 -6.67 5.22 0.00
H 3.69 1.14 -3.66 0.00
H -8.48 1.48 2.41 0.00
H 2.02 -4.43 -0.03 0.00
H -5.63 4.17 3.71 0.00
H -3.72 4.62 2.29 0.00
H -5.81 3.01 1.23 0.00
H -1.30 -3.30 -0.78 0.00
H 1.48 1.15 -2.60 0.00
H 3.47 -4.66 2.32 0.00
H 3.12 5.25 -1.03 0.00
H 2.59 1.85 -4.79 0.01
H 2.62 -2.68 -6.13 0.05
H 5.17 3.61 -0.07 0.00
H 4.11 -2.14 -6.82 0.05
H 5.88 -0.94 -4.94 0.02
H 2.67 0.06 -0.76 0.00
H 4.14 -5.01 5.03 0.00
H -5.46 2.44 4.16 0.00
H 4.94 2.92 1.40 0.00
H 4.17 -0.29 -1.73 0.00
H -7.71 3.61 2.39 0.00
H 2.67 -3.46 3.26 0.00
H -4.75 0.40 0.08 0.00
H 3.82 5.22 1.23 0.00
H 4.07 0.38 -5.80 0.02
H -4.07 -2.25 -0.07 0.00
H -3.74 0.00 1.50 0.00
H -2.11 -5.37 0.22 0.00
H -3.20 -4.96 -1.07 0.00
H -2.08 -2.67 -2.98 0.01
H -3.19 4.77 4.00 0.00
H -3.74 1.61 1.00 0.00
H 5.57 -2.11 -3.69 0.01
H 2.61 -3.68 -3.29 0.02
H -0.50 -3.66 2.28 0.00
H -3.75 -4.70 0.59 0.00
H -3.02 3.19 3.05 0.00
H 1.98 -2.88 0.70 0.00
H 0.41 -1.98 -2.98 0.01
H 0.17 -0.85 -1.61 0.00
H -2.86 -1.10 -3.31 0.01
H -6.96 1.67 0.84 0.00
H 0.79 0.27 -3.77 0.01
H 4.29 -3.31 -5.66 0.03
H 2.54 -0.28 -6.12 0.03
H 4.41 -6.32 3.80 0.00
H 2.20 2.82 1.49 0.00
H -3.46 -2.51 -4.04 0.01
H 0.98 -5.57 1.89 0.00
H -2.76 -1.23 -0.80 0.00
H -0.38 3.76 0.95 0.00
H -6.68 3.44 4.95 0.00
H -7.61 0.98 3.54 0.00
H -1.96 3.05 0.72 0.00
H 1.71 7.57 -0.20 0.00
H 2.08 6.80 1.36 0.00
H 1.02 -2.30 -1.35 0.00
H -1.65 -2.00 1.28 0.00
H -2.74 -3.01 1.74 0.00
H 0.46 -3.69 0.26 0.00
H 3.96 2.30 0.17 0.00
H -1.82 4.71 0.26 0.00
H 0.48 -2.92 2.97 0.00
H 0.41 7.15 0.79 0.00
H 2.16 3.76 -0.87 0.00
```

=====

Entry 6:
A molecular structure, C16H58F3N3O24S at a distorted geometry. Source: OMol25; level of theory: ωB97M-V with the def2-TZVPD basis set.

Properties
* E_HOMO: -8.6 eV
* molecular weight: 765.70 Da
* 2S+1: 1
* lowest unoccupied orbital energy: -0.181 eV

The geometry in XYZ format:
```
105
Properties=species:S:1:pos:R:3:mulliken_charge:R:1
S 0.07 1.27 0.87 -0.07
F -3.27 3.83 -0.46 -0.22
F -2.23 5.25 -1.78 -0.27
F -4.01 4.10 -2.54 -0.28
O -5.08 1.45 -1.18 -0.62
O -0.56 -4.43 -0.41 -0.58
O 0.69 -1.31 8.16 -0.64
O 0.26 2.36 5.77 -0.69
O -3.67 -1.25 7.17 -0.70
O -3.47 1.87 2.99 -0.60
O -2.04 0.04 -4.74 -0.63
O 3.96 -0.35 5.56 -0.65
O -1.68 0.22 5.61 -0.59
O 5.85 -2.52 -0.76 -0.62
O 4.06 3.74 -6.21 -0.64
O -3.83 2.27 -4.89 -0.54
O 4.61 0.13 -1.52 -0.66
O 2.12 -5.35 -0.70 -0.66
O -1.14 -2.45 -4.27 -0.62
O -3.08 0.83 0.38 -0.70
O -1.47 -4.52 4.77 -0.64
O 2.43 -0.39 3.12 -0.90
O 2.74 -4.94 2.29 -0.62
O 0.65 5.08 -5.44 -0.65
O -1.67 2.30 -7.66 -0.61
O 2.04 -1.43 -2.86 -0.66
O 0.52 2.64 -4.03 -0.93
O -0.74 -3.36 7.13 -0.67
N 0.36 -0.78 3.56 0.60
N 1.38 0.64 -3.52 0.48
N 0.20 2.02 -1.89 0.60
C 1.30 -0.40 2.65 -0.30
C -2.88 4.07 -1.77 0.50
C 1.00 -0.16 1.24 1.37
C -1.91 3.04 -2.31 0.09
C -0.56 3.27 -1.59 -1.48
C 0.53 -0.92 4.96 -0.61
C 0.71 1.77 -3.19 0.12
C -1.03 -0.77 3.39 -0.44
C 1.50 -0.79 0.11 -1.18
C 1.07 0.18 -5.99 -0.72
C -1.01 -0.85 4.97 0.54
C 1.52 -0.35 -2.52 0.25
C 2.10 0.54 -4.84 -0.93
C 1.14 -0.03 -1.10 0.42
C 2.24 -2.15 0.15 -0.67
C 0.54 1.15 -0.83 0.82
H 0.51 4.17 -5.03 0.63
H 1.69 -1.47 8.26 0.31
H 2.85 -0.21 -4.77 0.46
H -0.88 -2.32 -3.30 0.27
H -1.95 -5.37 5.03 0.29
H -1.32 -3.96 5.60 0.44
H 0.71 -0.89 -5.81 0.24
H 3.32 -4.18 2.62 0.31
H 6.46 -2.74 -1.53 0.29
H -3.73 1.25 -0.28 0.39
H -5.60 0.74 -0.67 0.30
H 4.60 -0.80 -1.10 0.33
H 2.69 -5.64 3.01 0.30
H -2.75 -0.97 6.84 0.36
H -0.69 3.50 -0.54 0.60
H 3.65 4.62 -6.51 0.33
H -3.19 1.54 2.08 0.30
H -0.08 5.23 -6.12 0.27
H -1.80 3.19 -3.40 0.31
H 3.31 -1.94 0.01 -0.04
H -1.72 -1.67 -4.54 0.43
H -1.34 -5.01 -0.68 0.26
H 0.20 0.94 -6.08 0.03
H -4.36 -0.73 6.64 0.31
H 0.45 -0.45 8.63 0.29
H -1.47 2.11 -8.63 0.29
H -0.24 -2.50 7.29 0.29
H -1.32 0.19 2.91 0.02
H -1.47 -1.79 5.38 0.08
H -4.10 1.19 3.39 0.31
H 1.05 -0.09 5.32 0.18
H -2.36 2.06 -2.14 0.32
H -2.35 0.38 -0.14 0.32
H -1.45 -1.62 2.81 0.07
H 1.89 -2.77 -0.63 0.26
H 3.84 0.60 5.90 0.28
H 3.39 -0.46 4.73 0.49
H -2.53 -0.18 -5.59 0.28
H 1.26 2.37 5.63 0.33
H -4.24 2.40 -5.81 0.27
H -1.29 3.21 -7.43 0.30
H 4.50 3.32 -7.01 0.31
H 2.49 1.54 -4.93 0.44
H -0.18 2.74 4.93 0.35
H -1.09 1.05 5.67 0.29
H 4.12 0.76 -0.90 0.33
H -2.10 1.04 -4.58 0.16
H -5.72 2.18 -1.45 0.30
H 0.00 4.15 -2.07 0.16
H 0.92 -1.89 5.23 0.28
H 2.16 -5.37 0.31 0.31
H -0.47 -4.47 0.60 0.32
H 6.02 -3.19 -0.02 0.30
H -4.46 2.69 -4.21 0.28
H 2.12 -2.74 1.13 0.09
H -1.14 -3.66 8.02 0.30
H 1.29 -4.83 -0.98 0.34
H 1.61 0.19 -6.90 0.52
```

=====

Entry 7:
A molecular structure, C48H59Br2N3O10PSV at a distorted geometry. Source: OMol25; level of theory: ωB97M-V with the def2-TZVPD basis set.

Properties
* net charge: -1
* E_HOMO (alpha / beta): -4.4 / -3.1 eV
* molecular weight: 1111.80 Da
* 2S+1: 2
* lowest unoccupied orbital energy (alpha / beta): 2.150 / 2.152 eV

The geometry in XYZ format:
```
125
Properties=species:S:1:pos:R:3:lowdin_spin:R:1
Br -2.66 4.85 0.18 0.00
Br 3.49 2.91 -2.26 0.00
V 1.50 0.01 -1.18 1.07
S -0.23 -0.55 3.26 0.00
P 0.38 1.02 -2.96 0.00
O -2.05 -1.50 -0.74 0.01
O 3.28 -0.07 -1.87 0.03
O -0.43 0.05 -0.52 0.02
O 1.47 -2.05 -1.52 0.00
O 0.27 2.61 -2.66 0.00
O 5.47 -0.47 -1.75 0.00
O 2.74 -1.03 0.48 0.00
O -1.20 0.82 -3.26 0.00
O 0.99 0.98 -4.47 0.00
O -0.01 -2.36 -3.17 0.00
N 1.79 1.75 -0.31 -0.02
N -2.61 0.55 2.67 0.00
N -2.31 -1.64 2.07 0.00
C 4.14 -0.87 0.23 0.00
C -0.67 -6.26 -1.54 0.00
C 0.13 -3.99 -1.45 0.00
C -4.94 1.55 -0.86 0.00
C 6.03 -4.56 1.45 0.00
C -4.54 2.84 -0.54 0.00
C -3.35 1.91 5.33 0.00
C 6.11 -4.17 0.12 0.00
C 4.35 1.80 2.94 0.00
C -2.67 0.78 -0.61 0.00
C 5.53 -2.98 -0.30 0.00
C -2.10 2.16 6.18 0.00
C -2.27 0.74 -5.42 0.00
C 1.19 1.82 0.92 -0.03
C 1.97 4.03 1.37 -0.04
C -0.72 -6.30 -0.15 0.00
C 0.45 4.11 -4.58 0.00
C -6.50 -0.44 2.02 0.00
C 1.25 2.91 1.75 0.00
C 1.93 -0.28 -6.26 0.00
C 5.35 -3.76 2.36 0.00
C -0.42 3.56 -3.47 0.00
C -3.21 3.08 -0.27 0.00
C -4.66 -2.06 2.71 0.00
C 5.62 2.32 2.74 0.00
C 4.77 -2.58 1.94 0.00
C 5.94 0.77 0.92 0.00
C 2.02 0.03 -4.78 0.00
C 2.62 3.98 0.15 0.00
C -1.73 -0.07 -4.25 0.00
C -0.33 -5.19 0.59 0.00
C -0.26 -5.10 -2.18 0.00
C 0.11 -4.05 -0.06 0.00
C 6.42 1.79 1.73 0.00
C -4.00 0.52 -0.89 0.00
C 0.52 -2.69 -2.12 0.00
C 4.85 -2.17 0.60 0.00
C -6.11 -1.90 2.26 0.00
C 4.66 0.26 1.12 0.00
C 2.51 2.85 -0.64 -0.04
C -1.65 -0.35 -0.64 0.01
C -1.79 -0.52 2.61 0.00
C -2.20 1.89 3.05 0.00
C -2.26 2.08 -0.31 0.00
C -3.66 -1.80 1.57 0.00
C 4.35 -0.45 -1.26 0.00
C 3.88 0.77 2.14 0.00
C -3.25 2.55 3.94 0.00
H -6.77 -2.33 3.02 0.00
H -4.22 2.33 5.84 0.00
H -4.45 -1.37 3.53 0.00
H 2.04 4.91 2.00 0.00
H 1.87 -0.88 -4.19 0.00
H -7.57 -0.36 1.79 0.00
H 6.64 -4.78 -0.60 0.00
H -4.49 -3.07 3.09 0.00
H -1.05 -7.20 0.35 0.00
H -3.00 3.61 4.04 0.00
H 6.00 3.12 3.37 0.00
H -5.27 3.65 -0.50 0.00
H 6.49 -5.49 1.77 0.00
H -1.26 1.79 3.58 0.00
H -1.63 -2.34 1.84 0.00
H -5.95 -0.01 1.18 0.00
H -2.03 2.50 2.16 0.00
H -3.65 -2.63 0.87 0.00
H -0.96 -0.77 -4.57 0.00
H 0.74 2.87 2.70 0.00
H 2.90 0.35 2.33 0.00
H -0.11 4.88 -5.12 0.00
H -3.02 1.44 -5.07 0.00
H 2.67 -1.03 -6.53 0.00
H -1.33 3.11 -3.87 0.00
H 0.73 3.32 -5.28 0.00
H 6.55 0.36 0.13 0.00
H -3.47 0.50 2.15 0.00
H -3.96 -0.92 1.00 0.00
H -0.96 -7.13 -2.12 0.00
H -0.71 4.36 -2.78 0.00
H 1.36 4.55 -4.18 0.00
H -5.98 1.35 -1.09 0.00
H 3.72 2.20 3.73 0.00
H 3.22 4.80 -0.20 0.00
H 7.41 2.18 1.56 0.00
H -1.88 3.23 6.23 0.00
H -0.24 -5.05 -3.27 0.00
H -1.23 1.65 5.76 0.00
H 0.94 -0.66 -6.50 0.00
H -4.28 -0.50 -1.14 0.00
H 5.28 -4.06 3.39 0.00
H -0.36 -5.23 1.67 0.00
H -6.27 -2.48 1.34 0.00
H 2.43 -1.82 -0.01 0.00
H -1.21 2.27 -0.13 0.00
H 4.24 -1.95 2.65 0.00
H -2.72 0.08 -6.16 0.00
H 2.99 0.46 -4.52 0.00
H -6.30 0.16 2.91 0.00
H -3.51 0.84 5.22 0.00
H 5.61 -2.67 -1.33 0.00
H -2.52 -0.64 -3.77 0.00
H 2.11 0.62 -6.85 0.00
H -1.46 1.30 -5.89 0.00
H 0.63 0.95 1.22 0.00
H -2.24 1.79 7.20 0.00
H 0.42 -3.17 0.51 0.00
H -4.23 2.49 3.44 0.00
```